(1)
Formula: C20H18Br2IrN5O3S
Source: the Open Molecules 2025 dataset
Level of theory: wB97M-V/def2-TZVPD

Calculated values
- E_LUMO (spin up / spin down): -3.875 / -6.098 eV
- Energy above the lowest of the compared OMol25 structures with the same formula, charge and spin: 182.3 kJ/mol
- Gap between HOMO and LUMO (spin up / spin down): 0.228 / 0.146 hartree
- E_tot: -188378.9515 eV

ORCA input file:
```
! RIJCOSX wB97M-V def2-TZVPD def2/J DEFGRID3
* xyz 1 2
Ir 0.484 0.583 -0.473
N -0.072 2.731 -4.350
C 0.030 1.877 -3.312
S 1.130 2.348 -2.033
N -0.642 0.783 -3.332
N -0.674 -0.016 -2.249
C -0.956 -1.263 -2.487
C -1.020 -2.320 -1.543
C -1.129 -3.644 -2.015
C -1.097 -4.716 -1.163
C -0.962 -4.501 0.217
C -0.881 -3.227 0.715
C -0.921 -2.091 -0.137
O -0.855 -0.903 0.364
H 0.572 3.499 -4.412
H -0.548 2.430 -5.183
H -1.089 -1.527 -3.531
H -1.211 -3.803 -3.084
H -1.173 -5.724 -1.546
H -0.925 -5.350 0.887
H -0.794 -3.036 1.777
C -1.902 3.073 -0.756
C -1.340 3.055 0.623
C -1.774 3.992 1.578
C -1.329 3.917 2.869
C -0.428 2.898 3.233
C 0.035 2.663 4.562
Br -0.523 3.784 5.967
C 0.881 1.607 4.855
C 1.345 0.799 3.837
Br 2.504 -0.630 4.194
C 0.996 1.016 2.469
O 1.485 0.342 1.536
C 0.027 2.056 2.206
N -0.428 2.145 0.945
H -2.907 3.489 -0.754
H -1.928 2.064 -1.167
H -1.282 3.692 -1.407
H -2.472 4.763 1.286
H -1.667 4.620 3.616
H 1.181 1.424 5.877
C 2.674 -3.164 -1.853
C 2.258 -1.992 -1.015
N 2.371 -2.118 0.305
O 1.792 -0.971 -1.556
H 3.462 -3.740 -1.372
H 3.009 -2.822 -2.829
H 1.803 -3.806 -1.995
H 2.772 -2.937 0.726
H 2.117 -1.349 0.909
*
```


(2)
Formula: C10H12N2
Source: the Open Molecules 2025 dataset
Level of theory: wB97M-V/def2-TZVPD

Calculated values
- E_LUMO: 0.675 eV
- Energy above the lowest of the compared OMol25 structures with the same formula, charge and spin: 763.5 kJ/mol
- Gap between HOMO and LUMO: 0.354 hartree
- E_tot: -13536.8878 eV

ORCA input file:
```
! RIJCOSX wB97M-V def2-TZVPD def2/J DEFGRID3
* xyz 0 1
C -1.797 2.769 -1.712
C -1.364 1.996 -0.507
C -2.518 0.980 0.053
C -0.543 0.010 0.106
C 0.616 -0.965 0.394
C 1.401 -0.829 1.649
C 2.525 -1.820 1.843
C 2.791 -2.704 0.939
C 1.971 -2.936 -0.200
C 0.908 -2.087 -0.354
H -1.050 3.346 -1.981
H -2.566 3.423 -1.740
H -1.673 2.116 -2.472
H -1.322 2.897 0.238
H -3.488 1.693 0.755
H -2.899 0.442 -0.933
H 0.920 1.564 -0.489
H 1.101 -0.154 2.411
H 2.960 -1.362 3.176
H 3.266 -3.488 1.166
H 2.124 -3.946 -0.953
H 0.472 -1.956 -1.359
N -1.600 -0.128 0.613
N -0.236 1.139 -0.641
*
```


(3)
Formula: C36H47HfN5P2
Source: the Open Molecules 2025 dataset
Level of theory: wB97M-V/def2-TZVPD

Calculated values
- E_LUMO: -8.580 eV
- Energy above the lowest of the compared OMol25 structures with the same formula, charge and spin: 124.7 kJ/mol
- Gap between HOMO and LUMO: 0.135 hartree
- E_tot: -65403.9749 eV

ORCA input file:
```
! RIJCOSX wB97M-V def2-TZVPD def2/J DEFGRID3
* xyz 2 1
Hf -0.267 -1.619 1.505
C -1.121 2.434 2.803
C -1.531 1.472 1.958
C -1.240 1.337 0.493
C 0.164 0.704 0.119
C 1.232 0.485 1.181
C 1.677 1.511 1.990
C 1.361 2.922 1.767
C 0.037 3.346 2.520
C 1.527 -2.011 2.540
H -1.685 2.613 3.745
H -2.160 0.650 2.342
H -1.364 2.290 -0.043
H -2.053 0.681 0.061
H -0.061 -0.229 -0.457
H 0.605 1.282 -0.713
H 1.930 -0.293 0.818
H 2.306 1.270 2.852
H 1.260 3.253 0.695
H 2.147 3.569 2.251
H 0.329 3.798 3.472
H -0.330 4.222 1.970
H 1.650 -1.528 3.507
H 2.446 -1.869 1.968
H 1.483 -3.095 2.752
P 1.672 -1.254 -2.364
P -2.017 0.000 -2.298
N 2.941 -0.083 -2.778
N 2.306 -2.455 -3.626
N -2.065 1.622 -3.241
N -3.463 -0.633 -3.134
C 0.449 -0.454 -3.550
C -0.988 -1.016 -3.498
C 4.138 0.047 -2.043
C 5.045 0.769 -2.803
C 4.407 1.092 -4.041
C 3.118 0.586 -3.994
C 2.719 -3.742 -3.257
C 3.028 -4.467 -4.402
C 2.772 -3.614 -5.524
C 2.408 -2.375 -5.014
C -2.057 2.994 -2.922
C -1.820 3.731 -4.095
C -1.671 2.784 -5.171
C -1.908 1.519 -4.633
C -4.485 -0.135 -3.961
C -5.173 -1.214 -4.513
C -4.498 -2.419 -4.116
C -3.467 -2.037 -3.280
H 0.782 -0.559 -4.602
H 0.422 0.631 -3.323
H -1.420 -0.994 -4.531
H -1.022 -2.092 -3.223
H 4.234 -0.385 -1.056
H 6.055 1.045 -2.528
H 4.802 1.625 -4.888
H 2.319 0.620 -4.718
H 2.787 -4.018 -2.216
H 3.396 -5.484 -4.453
H 2.832 -3.863 -6.578
H 2.267 -1.432 -5.516
H -2.289 3.374 -1.916
H -1.796 4.809 -4.187
H -1.448 2.891 -6.227
H -2.070 0.584 -5.128
H -4.688 0.923 -4.047
H -6.056 -1.163 -5.144
H -4.721 -3.452 -4.349
H -2.700 -2.634 -2.804
C 0.996 1.978 7.082
N 0.590 0.729 6.485
C 1.009 -0.456 7.175
C 0.200 0.637 5.102
C -0.872 -0.409 4.832
C -1.823 -0.613 5.853
C -2.809 -1.617 5.714
C -2.807 -2.435 4.582
C -1.857 -2.222 3.545
C -0.945 -1.137 3.582
H 2.036 1.895 7.463
H 0.350 2.210 7.955
H 0.947 2.803 6.352
H 0.142 -1.020 7.555
H 1.621 -1.118 6.531
H 1.611 -0.139 8.040
H -0.126 1.646 4.789
H 1.072 0.412 4.471
H -1.774 -0.018 6.786
H -3.548 -1.778 6.519
H -3.547 -3.241 4.451
H -1.886 -2.974 2.730
*
```


(4)
Formula: C28H32N2O
Source: the Open Molecules 2025 dataset
Level of theory: wB97M-V/def2-TZVPD

Calculated values
- E_LUMO: 0.777 eV
- Energy above the lowest of the compared OMol25 structures with the same formula, charge and spin: 23.0 kJ/mol
- SMILES string: C(=C\c1ccccc1)/CN1CCN(CCOC(c2ccccc2)c2ccccc2)CC1
- Gap between HOMO and LUMO: 0.337 hartree
- E_tot: -34582.2613 eV

ORCA input file:
```
! RIJCOSX wB97M-V def2-TZVPD def2/J DEFGRID3
* xyz 0 1
C -5.258 -1.206 -0.391
C -6.219 -0.318 -0.635
C -6.967 0.457 0.346
C -8.065 1.205 -0.083
C -8.812 1.952 0.807
C -8.474 1.972 2.150
C -7.383 1.241 2.591
C -6.637 0.492 1.702
H -5.786 -0.064 2.064
H -7.111 1.257 3.637
H -9.056 2.555 2.849
H -9.659 2.521 0.454
H -8.334 1.194 -1.130
H -6.516 -0.150 -1.664
C -4.523 -1.951 -1.467
N -3.123 -1.586 -1.622
C -2.923 -0.198 -1.986
C -1.461 0.011 -2.368
N -0.603 -0.321 -1.243
C 0.790 -0.037 -1.530
H 1.230 -0.763 -2.234
C 1.638 0.008 -0.260
O 2.876 0.590 -0.596
C 3.770 0.675 0.495
C 4.235 -0.692 0.964
C 4.660 -1.623 0.025
C 5.107 -2.867 0.429
C 5.143 -3.189 1.776
C 4.724 -2.263 2.716
C 4.268 -1.020 2.311
H 3.932 -0.303 3.048
H 4.748 -2.511 3.767
H 5.496 -4.159 2.092
H 5.432 -3.588 -0.308
H 4.628 -1.361 -1.022
C 4.996 1.459 0.082
C 5.863 1.938 1.056
C 7.010 2.619 0.695
C 7.302 2.829 -0.643
C 6.441 2.354 -1.616
C 5.293 1.668 -1.256
H 4.612 1.300 -2.007
H 6.663 2.515 -2.660
H 8.199 3.361 -0.924
H 7.678 2.989 1.459
H 5.637 1.774 2.100
H 3.273 1.192 1.335
H 1.795 -0.999 0.152
H 1.122 0.615 0.500
H 0.851 0.953 -1.988
C -0.824 -1.708 -0.873
C -2.286 -1.907 -0.484
H -2.452 -2.951 -0.206
H -2.501 -1.265 0.386
H -0.190 -1.955 -0.021
H -0.577 -2.388 -1.707
H -1.301 1.059 -2.632
H -1.230 -0.614 -3.248
H -3.560 0.037 -2.841
H -3.179 0.486 -1.159
H -4.551 -3.025 -1.253
H -5.008 -1.782 -2.433
H -4.939 -1.418 0.619
*
```


(5)
Formula: C36H54N2O32
Source: the Open Molecules 2025 dataset
Level of theory: wB97M-V/def2-TZVPD

Calculated values
- E_LUMO: 0.312 eV
- Energy above the lowest of the compared OMol25 structures with the same formula, charge and spin: 0.0 kJ/mol
- SMILES string: O=C1OCCO1.O=C1OCCO1.O=C1OCCO1.O=C1OCCO1.O=C1OCCO1.O=C1OCCO1.O=C1OCCO1.O=C1OCCO1.O=C1OCCO1.O=C1OCCO1.CNC(C)=O.CNC(C)=O
- Gap between HOMO and LUMO: 0.367 hartree
- E_tot: -106708.5049 eV

ORCA input file:
```
! RIJCOSX wB97M-V def2-TZVPD def2/J DEFGRID3
* xyz 0 1
C -0.186 -1.730 6.391
C -0.907 -1.406 5.052
O 0.096 -0.600 4.423
C 1.003 -0.190 5.386
O 1.876 0.581 5.223
O 0.659 -0.615 6.623
H 0.549 -2.533 6.205
H -0.836 -1.887 7.201
H -1.818 -0.756 5.219
H -1.188 -2.317 4.484
C -3.689 -3.690 1.499
C -2.562 -4.390 2.164
O -2.531 -3.832 3.514
C -3.626 -3.016 3.684
O -3.856 -2.426 4.681
O -4.348 -2.943 2.563
H -4.420 -4.477 1.175
H -3.450 -3.072 0.669
H -1.617 -4.151 1.601
H -2.703 -5.477 2.322
C -0.288 3.023 3.687
C 0.219 4.399 3.390
O 1.160 4.185 2.320
C 1.192 2.931 1.971
O 1.987 2.525 1.163
O 0.220 2.269 2.559
H -1.319 3.060 3.583
H 0.099 2.557 4.694
H 0.791 4.872 4.262
H -0.500 5.057 3.062
C -1.673 -4.290 -2.241
C -0.565 -5.222 -1.708
O -1.335 -6.419 -1.394
C -2.590 -6.041 -1.068
O -3.307 -6.696 -0.408
O -2.820 -4.759 -1.450
H -1.870 -4.434 -3.239
H -1.455 -3.316 -1.867
H -0.078 -4.919 -0.728
H 0.219 -5.506 -2.400
C 0.145 3.347 -3.803
C 1.305 3.518 -4.717
O 2.442 2.863 -4.044
C 2.046 2.520 -2.805
O 2.720 1.840 -2.093
O 0.800 2.992 -2.538
H -0.374 2.451 -4.113
H -0.537 4.169 -3.738
H 1.659 4.558 -4.857
H 1.243 2.992 -5.733
C -1.836 2.395 -0.845
C -1.589 3.767 -0.324
O -2.047 3.696 1.078
C -2.651 2.559 1.250
O -3.214 2.320 2.302
O -2.614 1.730 0.203
H -0.962 1.792 -1.052
H -2.486 2.307 -1.734
H -2.223 4.469 -0.763
H -0.475 4.076 -0.294
C 1.005 -2.611 -4.745
C -0.409 -2.845 -5.266
O -1.005 -1.605 -5.355
C -0.093 -0.626 -5.056
O -0.164 0.552 -5.157
O 1.075 -1.224 -4.641
H 1.773 -2.963 -5.461
H 1.249 -3.043 -3.730
H -0.990 -3.433 -4.601
H -0.409 -3.431 -6.256
C 2.439 -1.855 2.862
C 3.235 -2.520 1.749
O 2.298 -3.501 1.218
C 1.474 -3.806 2.237
O 0.766 -4.758 2.176
O 1.540 -2.911 3.251
H 1.937 -0.982 2.481
H 3.031 -1.499 3.709
H 4.102 -3.143 2.084
H 3.589 -1.923 0.913
C 3.401 4.982 -0.693
C 2.931 5.983 0.388
O 1.549 6.282 -0.040
C 1.570 6.021 -1.445
O 0.625 6.302 -2.109
O 2.760 5.502 -1.845
H 3.129 3.967 -0.358
H 4.453 5.068 -0.949
H 3.490 6.934 0.250
H 2.903 5.616 1.431
C -5.097 -0.358 -0.027
C -5.671 0.656 0.936
O -5.593 1.914 0.184
C -5.095 1.725 -1.024
O -4.812 2.577 -1.804
O -4.806 0.418 -1.293
H -5.784 -1.113 -0.178
H -4.082 -0.747 0.195
H -5.195 0.740 1.891
H -6.696 0.442 1.102
C 5.355 1.114 -0.886
C 4.624 -0.121 -1.375
O 4.011 -0.819 -0.648
N 4.707 -0.416 -2.701
C 4.043 -1.543 -3.249
H 5.638 1.829 -1.719
H 6.261 0.876 -0.313
H 4.561 1.614 -0.239
H 5.520 0.022 -3.184
H 3.017 -1.473 -2.881
H 4.459 -2.428 -2.797
H 4.107 -1.467 -4.355
C -1.056 -0.473 1.801
C -0.673 -0.998 0.426
O -1.174 -1.996 -0.126
N 0.350 -0.377 -0.115
C 0.663 -0.433 -1.491
H -0.296 0.182 2.244
H -1.193 -1.381 2.366
H -2.076 -0.103 1.724
H 0.694 0.390 0.442
H -0.093 0.047 -2.133
H 0.623 -1.516 -1.739
H 1.622 -0.024 -1.728
*
```


(6)
Formula: C5H10N2O
Source: the Open Molecules 2025 dataset
Level of theory: wB97M-V/def2-TZVPD

Calculated values
- E_LUMO (spin up / spin down): -1.082 / 0.985 eV
- Energy above the lowest of the compared OMol25 structures with the same formula, charge and spin: 709.3 kJ/mol
- Gap between HOMO and LUMO (spin up / spin down): 0.231 / 0.367 hartree
- E_tot: -10367.9534 eV

ORCA input file:
```
! RIJCOSX wB97M-V def2-TZVPD def2/J DEFGRID3
* xyz 0 1
C -1.893 -0.612 1.088
O -0.801 0.241 0.723
C -0.651 0.675 -0.755
C -1.515 1.141 -1.544
H -2.065 -1.363 0.316
H -1.618 -1.083 2.031
H -2.790 -0.010 1.237
H -2.551 1.383 -1.664
C 1.716 0.018 1.453
N 1.247 -0.524 -1.954
C 0.835 0.262 -0.811
N 0.909 -0.532 0.398
H 0.552 -1.240 -2.139
H 1.276 0.080 -2.771
H 1.470 1.155 -0.764
H 2.755 -0.246 1.207
H 1.654 1.108 1.544
H 1.471 -0.455 2.405
*
```